1.
A structure of composition C19H28BBiN7O4PSTe, computed with the ωB97M-V functional and the def2-TZVPD basis.

Geometry as ORCA input:
```
! wB97M-V def2-TZVPD RIJCOSX def2/J DEFGRID3
* xyz -1 2
C -3.1941 1.5949 -1.5236
O 2.5036 3.0139 -1.5454
C 3.6912 -2.0769 -0.1895
H 1.6960 2.7238 2.8891
C -2.5295 -0.7118 3.9264
B -3.8611 -1.2517 1.7993
N 1.8616 -1.8695 1.3370
C 2.7536 1.6535 1.3451
H -3.8038 2.3518 -2.0160
H -2.6630 2.0455 -4.2211
N -3.1537 -2.1075 0.6541
H 2.8879 1.5462 3.4908
C 2.1349 2.1848 -3.8232
H -4.6979 -0.5583 1.2730
C -1.9131 1.3322 3.4407
H -3.2497 -4.6530 -1.3880
H 3.9560 2.1866 -2.6732
Bi -0.4078 -0.2208 -0.0155
C -1.3559 0.3823 -4.4217
C -0.9673 -0.4894 -3.4612
H 2.7372 1.0239 -2.1029
C 2.1293 1.7378 2.7300
C 2.3522 -1.8926 0.0288
Te 0.8300 4.7132 0.5756
H -1.0952 0.4654 -5.4616
H 2.4567 1.4191 -4.5323
N -1.5950 -0.1838 -2.2729
H 4.7595 -2.0323 3.0367
H 5.6548 -2.3708 0.6947
C 2.8876 2.0293 -2.5108
H 3.4144 0.7857 1.2839
H -2.5635 2.0754 -0.7779
H -2.7465 -1.6773 4.3519
C -3.8073 -3.1551 0.1399
H -4.3496 -2.0835 2.5220
H 1.3365 0.9918 2.8193
N -2.2416 1.2362 -3.8044
C -1.8529 0.3680 4.4532
C 4.0931 -2.0302 2.1841
H -1.3942 0.4506 5.4236
H -0.9457 -3.1612 -1.3888
H -1.4927 2.3277 3.4244
C -1.8455 -3.0351 -0.8126
H -3.8333 0.8981 -0.9821
O 0.0965 2.0745 -1.3531
H 2.3201 3.1748 -4.2450
O 0.5850 -1.4611 1.5999
N -2.9459 -0.3944 2.6850
H 4.0281 -2.1015 -1.2175
N -2.5764 0.8666 2.3838
C -2.3517 0.8766 -2.5066
H -0.2741 -1.3106 -3.5269
O 1.7626 1.4756 0.3199
S 1.2297 -1.6478 -1.2965
H 3.3396 2.5517 1.1267
H -4.7902 -3.4081 0.5012
N -1.9463 -2.0131 0.0443
C 2.7656 -1.8347 2.3864
C -3.0116 -3.7832 -0.8009
C 4.6035 -2.2010 0.8743
H 1.0718 2.0722 -3.6344
P 1.2024 2.7521 -0.5917
H 2.3152 -1.6655 3.3525
*
```

* expectation value of S²: 0.769
* HOMO energy (spin up / spin down): -0.088 / -0.170 Eh
* ΔE to the lowest compared entry with this formula, charge and spin: 0.4448 eV

Computed Löwdin charges, given in elementary charges:
1. C 0.00
2. O -0.33
3. C -0.16
4. H 0.02
5. C -0.12
6. B -0.44
7. N -0.22
8. C -0.29
9. H 0.08
10. H 0.15
11. N -0.05
12. H 0.08
13. C -0.08
14. H 0.06
15. C -0.19
16. H 0.09
17. H 0.11
18. Bi 1.70
19. C -0.09
20. C -0.17
21. H 0.09
22. C -0.09
23. C -0.65
24. Te 0.30
25. H 0.11
26. H 0.07
27. N -0.04
28. H 0.09
29. H 0.07
30. C -0.29
31. H 0.10
32. H 0.07
33. H 0.11
34. C -0.11
35. H 0.06
36. H 0.06
37. N 0.11
38. C -0.09
39. C -0.13
40. H 0.08
41. H 0.05
42. H 0.09
43. C -0.20
44. H 0.08
45. O -0.51
46. H 0.07
47. O -0.40
48. N -0.12
49. H 0.09
50. N 0.02
51. C -0.40
52. H 0.06
53. O -0.45
54. S 0.60
55. H 0.10
56. H 0.11
57. N -0.13
58. C -0.09
59. C -0.07
60. C -0.14
61. H 0.04
62. P 0.00
63. H 0.12

---

2.
A structure of composition C19H28BCoF4O2, computed with the ωB97M-V functional and the def2-TZVPD basis.

Geometry as ORCA input:
```
! wB97M-V def2-TZVPD RIJCOSX def2/J DEFGRID3
* xyz -1 4
C 0.4133 0.4020 -1.7273
F 1.1749 0.5781 6.4679
C -2.0527 0.1962 -1.1352
H -1.3496 2.8072 -1.2644
C 0.7855 2.2659 2.8458
H 0.8645 0.3291 -5.4202
H -1.9847 -0.8985 -1.1555
H -1.2312 -0.6027 5.4833
C -2.0227 0.7860 3.7393
H 1.9335 1.8994 0.9685
H 0.7570 -3.5072 -5.8469
H -2.7620 1.0589 1.7334
F -0.9569 0.8621 6.6729
C -0.8381 2.2756 -0.4458
C -2.3597 0.4039 2.4497
H 0.3139 1.8422 4.9697
H 3.0600 -0.1553 2.2685
C 0.2442 -0.5690 -5.6499
H -2.2915 -1.5921 1.3886
O 0.6921 -1.6707 -4.8134
H 1.6797 -2.5890 -7.8758
H 2.0511 -0.2255 4.7204
C 1.6230 -1.9142 -7.0602
H 0.5487 -0.1187 -7.7682
C 1.9869 0.5262 3.9649
H 0.1722 3.0793 2.6283
H 1.9204 -0.3226 -0.2256
H 1.0935 1.2285 -1.9511
H -0.7953 -0.3328 -5.3698
C 0.4025 -0.9503 -7.1276
C -1.6009 -0.4775 4.4271
H -0.4784 -1.5289 -7.4424
C -0.7272 0.8101 -0.7643
H 2.5391 -1.3078 -6.9985
H 0.1476 2.7344 -0.3059
H 0.1021 -0.0990 -2.6340
C 0.9061 -0.4967 -0.6033
C 2.3779 0.5204 2.6720
H 0.7375 -1.5734 -0.7356
F 0.0388 -0.1824 4.5945
C -2.1358 -1.0451 2.2733
H 2.3183 -2.9142 -5.2128
H -2.3698 0.5384 -2.1345
H -2.8471 0.4783 -0.4230
F 0.1761 -1.3180 6.5598
Co -0.0100 -0.0242 2.4329
O -0.1033 0.0460 0.3500
H -1.4254 2.4345 0.4741
C 0.9441 1.7110 4.1103
C 1.3882 -2.6029 -5.7061
H -1.9671 1.7069 4.1884
C 1.7430 1.6334 1.9606
C -1.6137 -1.6029 3.4742
H -1.3025 -2.5487 3.6771
B 0.0897 0.0162 6.3014
*
```

* expectation value of S²: 3.775
* HOMO energy (spin up / spin down): -0.070 / -0.090 Eh
* ΔE to the lowest compared entry with this formula, charge and spin: 7.3526 eV

Computed Löwdin charges, given in elementary charges:
1. C -0.07
2. F 0.31
3. C -0.03
4. H 0.09
5. C -0.18
6. H 0.12
7. H 0.09
8. H 0.10
9. C -0.09
10. H 0.04
11. H 0.12
12. H 0.05
13. F 0.16
14. C -0.02
15. C -0.18
16. H 0.07
17. H 0.06
18. C -0.21
19. H 0.06
20. O -0.16
21. H 0.09
22. H 0.08
23. C -0.16
24. H 0.09
25. C -0.10
26. H 0.07
27. H 0.11
28. H 0.12
29. H 0.12
30. C -0.16
31. C -0.15
32. H 0.11
33. C -0.53
34. H 0.11
35. H 0.08
36. H 0.09
37. C -0.11
38. C -0.20
39. H 0.12
40. F -0.24
41. C -0.17
42. H 0.11
43. H 0.09
44. H 0.08
45. F 0.20
46. Co 0.59
47. O -0.19
48. H 0.08
49. C -0.10
50. C -0.19
51. H 0.07
52. C -0.18
53. C -0.10
54. H 0.05
55. B -1.24

---

3.
A cluster of 2 separate species, C19H28Cl2NO5P in total, computed with the ωB97M-V functional and the def2-TZVPD basis.

Geometry as ORCA input:
```
! wB97M-V def2-TZVPD RIJCOSX def2/J DEFGRID3
* xyz 0 1
O 4.1353 -3.4475 0.7126
C 3.9072 -6.4474 2.5447
C 0.2539 -2.2482 -1.1808
C -0.0749 1.8401 -1.0028
H 0.7106 2.6589 1.9550
C 0.7113 -0.6722 -1.2018
H -4.9921 -1.1193 0.8395
H 0.8151 -0.3437 -2.3416
C -3.5395 0.9421 0.8032
Cl -0.2520 0.0626 1.3504
O 2.2849 1.9975 -2.2552
H 1.7475 -6.5465 2.4983
H -0.8506 -2.3735 -1.5762
H 0.9669 -2.8383 -1.9049
H 0.8523 4.4155 1.4999
C -3.7045 3.8832 -2.3746
N 1.9076 2.7812 0.2067
O 3.9584 -5.5013 1.4704
C -1.9584 3.2969 0.5612
C 4.1515 -4.2098 1.8356
O 4.2892 -3.7976 2.9767
H -3.0574 0.6506 1.8423
H 3.3081 -1.6901 1.4286
C -3.9580 2.5537 -1.4498
C 4.2320 -2.0473 0.9636
H 2.3787 -5.4490 3.7177
H -3.2475 4.7409 -1.7229
C -4.6819 -0.1391 0.2373
H -5.6373 1.6920 -3.0368
Cl 1.3754 5.8675 -0.8765
C -5.1032 1.4771 -2.0175
H -3.0944 3.6078 -3.3341
H 2.4789 -7.1992 3.9858
H 4.7243 -6.2776 3.2560
H 1.7691 -0.5582 -0.6963
O -0.2020 4.2468 -2.9613
H -0.5434 1.8106 -2.1006
C -5.4837 0.0998 -1.1865
H -2.3453 4.4260 0.5726
H -6.3079 -0.6107 -1.6254
H 4.0651 -7.4376 2.1041
C -0.4826 3.1588 -0.1280
H 0.3803 -2.6731 -0.0932
C 0.7435 3.3519 0.9907
H -0.9164 3.6201 -3.2771
H 4.3561 -1.5384 0.0038
H 5.0972 -1.8128 1.5917
H -1.4758 -0.0527 -0.7923
H -4.7576 4.2877 -2.7660
C 1.5552 2.1851 -1.1534
C -0.4078 0.3301 -0.4722
C -3.1218 2.3202 -0.0477
H 2.7050 3.4137 -0.0229
P -0.3916 4.7080 -1.2932
C 2.5514 -6.4134 3.2292
H -1.8246 3.0179 1.7139
*
```

* HOMO energy: -0.319 Eh
* SMILES string: CC[C@@H](Cl)[C@@H]1C(=O)NC[C@@]1(Cc1ccccc1C)P(O)Cl.CCOC(=O)OC

Computed Löwdin charges, given in elementary charges:
1. O -0.01
2. C -0.22
3. C -0.14
4. C -0.20
5. H 0.10
6. C -0.27
7. H 0.09
8. H 0.13
9. C -0.04
10. Cl 0.57
11. O -0.03
12. H 0.08
13. H 0.09
14. H 0.08
15. H 0.12
16. C -0.13
17. N 0.00
18. O 0.02
19. C -0.19
20. C -0.55
21. O 0.11
22. H 0.07
23. H 0.09
24. C -0.14
25. C -0.05
26. H 0.08
27. H 0.05
28. C -0.07
29. H 0.08
30. Cl 0.18
31. C -0.03
32. H 0.07
33. H 0.08
34. H 0.12
35. H 0.11
36. O -0.38
37. H 0.15
38. C -0.07
39. H 0.11
40. H 0.08
41. H 0.12
42. C -0.50
43. H 0.07
44. C -0.23
45. H 0.04
46. H 0.09
47. H 0.10
48. H 0.11
49. H 0.10
50. C -0.28
51. C -0.56
52. C -0.11
53. H 0.11
54. P 0.71
55. C -0.07
56. H 0.13

---

4.
The molecule C19H28F3N3, computed with the ωB97M-V functional and the def2-TZVPD basis.

Geometry as ORCA input:
```
! wB97M-V def2-TZVPD RIJCOSX def2/J DEFGRID3
* xyz 0 1
H -2.1055 -1.5378 0.6099
H 2.5435 3.0954 -0.2463
H 0.7087 3.1689 -3.9119
H -1.1856 0.6587 1.5578
C 1.2429 -1.7109 2.8938
F -2.5774 -1.4129 -2.1976
C 0.3504 -4.3348 -0.3473
C 1.2697 1.1090 1.2269
N 0.6834 0.7012 2.4929
C 1.7350 0.7862 -1.2147
H 2.8129 0.8479 -1.0253
H 1.0869 3.9954 -0.6869
N -0.0946 -1.9120 2.3744
H -1.4647 4.1538 -4.6359
H -2.0665 -1.2842 2.6547
C 1.0442 0.1862 0.0185
H 2.4808 0.0299 3.2735
H -0.8407 2.3315 -1.4229
C -1.5882 -3.0375 -0.7955
C 0.5510 -3.6341 0.8217
F -2.9584 -3.4705 -2.6937
C -0.3134 -2.5956 1.2122
H 1.4516 -0.8081 0.2043
C -0.0947 3.3180 -3.1895
H -0.2304 1.2423 -2.6727
H -0.9887 -1.0998 4.0341
H 2.3514 1.1649 1.4057
H -1.6235 2.4099 -4.4156
H -0.2944 2.5185 0.7328
H 1.4232 -2.3600 3.7624
H -0.0212 0.0797 -0.1923
C -0.7181 -4.0450 -1.1815
H -1.2118 1.1350 3.2616
H 1.3781 -3.9064 1.4585
H 1.0174 3.2004 1.6900
C -2.7456 -2.6434 -1.6626
H 0.0792 4.2751 -2.6950
H -0.8753 -4.5873 -2.0991
C -1.0559 -1.0007 2.9450
H 1.9724 -1.9605 2.1215
H 1.0821 -0.0936 4.3412
F -3.9065 -2.5817 -0.9806
H 1.0334 -5.1268 -0.6145
C 1.4656 3.0076 -0.4199
N 1.2808 2.1177 -1.5480
C 1.4211 -0.2280 3.3082
H 1.5822 0.1360 -2.0791
C -1.4401 3.3513 -3.9027
C 0.7877 2.5200 0.8696
H -2.2464 3.5127 -3.1902
C -1.4027 -2.3208 0.3749
C -0.0365 2.1873 -2.1599
C -0.7486 0.4520 2.5351
*
```

* HOMO energy: -0.286 Eh
* ΔE to the lowest compared entry with this formula, charge and spin: 0.2109 eV
* SMILES string: CCCN1CCC(N2CCN(c3cccc(C(F)(F)F)c3)CC2)CC1

Computed Löwdin charges, given in elementary charges:
1. H 0.12
2. H 0.12
3. H 0.11
4. H 0.11
5. C -0.14
6. F 0.13
7. C -0.07
8. C -0.31
9. N -0.13
10. C -0.18
11. H 0.12
12. H 0.11
13. N -0.09
14. H 0.07
15. H 0.12
16. C -0.11
17. H 0.12
18. H 0.12
19. C -0.13
20. C -0.02
21. F 0.14
22. C -0.23
23. H 0.11
24. C -0.24
25. H 0.12
26. H 0.12
27. H 0.15
28. H 0.07
29. H 0.10
30. H 0.12
31. H 0.11
32. C -0.03
33. H 0.12
34. H 0.11
35. H 0.12
36. C -0.58
37. H 0.10
38. H 0.11
39. C -0.13
40. H 0.11
41. H 0.12
42. F 0.13
43. H 0.11
44. C -0.18
45. N -0.18
46. C -0.16
47. H 0.12
48. C -0.12
49. C -0.12
50. H 0.07
51. C 0.03
52. C -0.22
53. C -0.14

---

5.
A structure of composition C19H28FN6O3PtSSi, computed with the ωB97M-V functional and the def2-TZVPD basis.

Geometry as ORCA input:
```
! wB97M-V def2-TZVPD RIJCOSX def2/J DEFGRID3
* xyz 1 1
H -0.2792 3.0138 -1.0330
C 4.2948 1.4407 -1.1391
N -3.5782 0.0742 -0.5844
H -3.1528 0.9176 -0.1995
C -1.4011 4.5415 0.1296
N -0.2257 4.7553 -0.7128
H 0.5983 1.8595 -2.6835
H 2.8064 0.3638 4.9156
C 3.5382 0.0043 2.9273
O -1.0146 2.3848 -0.7822
C 1.2888 0.6552 3.4377
C -0.5364 -3.2054 -1.0563
N -0.9247 -2.2303 -0.2884
Pt -0.1746 -0.0546 -0.9057
H -1.1597 4.7054 1.1812
H 5.0814 0.6952 -1.1368
C 2.6398 -0.7360 -2.8232
Si 2.5893 0.7331 -1.5987
H 0.5216 0.9507 4.1338
H -4.6211 -1.8930 -1.7742
C -2.6812 -2.5060 2.9416
C 1.6199 2.1556 -2.4512
H -2.2538 5.1824 -0.1136
H -2.1569 -5.7670 2.1723
C -1.8415 3.0821 -0.0205
H -2.1112 -0.8110 1.7322
C -3.0429 -0.5671 -1.6230
C 1.9523 0.2714 1.1086
H -3.1284 -4.3536 3.9362
H 2.7011 -1.6996 -2.3291
H -3.3448 -2.1060 -2.9177
C 2.5716 0.3439 3.8640
H 4.5768 2.2008 -1.8601
O -2.8261 2.6045 0.4788
C -1.5403 -2.6753 0.8573
H 1.6020 3.0539 -1.8417
N -3.7259 -1.6167 -2.1285
H 0.1203 -2.0409 -2.5660
O -1.9561 -0.2487 -2.1457
C -2.6874 -3.8915 3.0666
C -1.5753 -4.0766 0.9815
C 3.2397 -0.0369 1.5837
C 1.0010 0.6064 2.0947
H -0.4719 5.2182 -1.5801
N 0.0058 -3.0001 -2.2613
C -2.1420 -4.6934 2.0806
H 0.4830 5.3127 -0.2521
H -3.1192 -1.9004 3.7172
C -2.1183 -1.8844 1.8433
F -0.2481 0.9504 1.6724
H 0.3327 -3.7594 -2.8282
H 4.5410 -0.2205 3.2531
H 2.1019 2.4134 -3.3869
S -0.8230 -4.8185 -0.4194
H 3.4937 -0.6565 -3.4886
H -4.4894 -0.1689 -0.2377
H 4.2883 1.9074 -0.1594
H 3.9854 -0.3321 0.8662
N 1.6292 0.2740 -0.2020
H 1.7501 -0.7217 -3.4456
*
```

* HOMO energy (spin up / spin down): -0.366 / -0.366 Eh

Computed Löwdin charges, given in elementary charges:
1. H 0.06
2. C -0.16
3. N 0.21
4. H 0.06
5. C -0.12
6. N 0.01
7. H 0.01
8. H 0.11
9. C -0.08
10. O 0.01
11. C -0.01
12. C -0.68
13. N 0.02
14. Pt 1.07
15. H 0.14
16. H 0.03
17. C -0.17
18. Si 0.47
19. H 0.12
20. H 0.11
21. C -0.07
22. C -0.18
23. H 0.14
24. H 0.11
25. C -0.51
26. H 0.09
27. C -0.65
28. C -0.32
29. H 0.11
30. H 0.02
31. H 0.12
32. C -0.08
33. H 0.03
34. O 0.10
35. C -0.31
36. H 0.02
37. N 0.20
38. H 0.06
39. O -0.14
40. C -0.07
41. C -0.45
42. C -0.04
43. C -0.22
44. H 0.11
45. N 0.13
46. C -0.08
47. H 0.10
48. H 0.11
49. C -0.02
50. F 0.00
51. H 0.11
52. H 0.11
53. H 0.04
54. S 1.12
55. H 0.03
56. H 0.13
57. H 0.03
58. H 0.10
59. N -0.23
60. H 0.01

---

6.
A structure of composition C19H28FeN4OP2S, computed with the ωB97M-V functional and the def2-TZVPD basis.

Geometry as ORCA input:
```
! wB97M-V def2-TZVPD RIJCOSX def2/J DEFGRID3
* xyz 1 2
C 5.2196 0.2808 0.3757
H -2.6751 -4.3864 3.2790
C -2.1806 -3.5221 2.8719
N 4.9916 0.6040 -1.0207
H -2.6058 -4.0021 0.8116
N -0.8707 -1.3245 1.8346
H -1.7464 3.5305 1.2952
H -1.6276 -2.6888 4.7900
C 3.9152 2.1034 1.0928
N 3.6922 2.5356 -0.3494
H 3.8898 0.0276 -2.6891
H -3.5437 0.8022 -0.8101
H -0.4666 -0.7250 3.7708
C -2.1320 -3.3108 1.4903
H 3.1770 -1.1332 1.2228
H -3.6653 3.6451 -4.4792
C -2.6082 2.9247 -2.7677
H 4.8128 2.6220 1.4483
S -1.4020 -1.8692 -0.7310
C -0.9544 2.8304 1.0329
H 4.6452 2.2494 -2.2311
H 5.3507 -0.7967 0.4763
C -1.7931 3.2499 -1.6845
H 3.0431 2.4129 1.6744
H 3.6898 3.5611 -0.3969
H -3.0660 0.8638 0.8900
C -1.5852 -2.5786 3.7184
C -3.0114 3.9004 -3.6588
C -2.5839 5.2088 -3.4929
H 1.5955 2.3453 -0.2310
C -0.9472 -1.4957 3.1897
C 3.9677 -0.2232 -1.6288
C 4.8410 1.9978 -1.1860
C -3.1021 1.4314 -0.0396
H -2.9067 5.9744 -4.1801
H 4.3009 -1.2637 -1.5543
H -3.7101 2.3262 0.0968
C -1.4821 -2.2126 0.9744
H 5.7495 2.5071 -0.8484
C 2.9227 -0.1000 0.9690
H 2.1186 0.2131 1.6393
H -0.6886 4.8297 -0.7273
H -0.0111 3.3659 0.9377
Fe -0.1024 -0.0542 -0.6614
P 2.2664 -0.0885 -0.8022
H 2.2510 2.2942 -1.8752
O -0.1795 -0.2735 1.3684
H -0.8491 2.0816 1.8177
C -1.7382 5.5309 -2.4443
H 6.1299 0.7853 0.7109
P -1.3865 1.9112 -0.5080
H -2.9290 1.9017 -2.9057
C -1.3409 4.5583 -1.5436
H -1.3973 6.5483 -2.3188
C 2.4182 1.9723 -0.8451
N 4.1032 0.7099 1.1953
*
```

* expectation value of S²: 0.843
* HOMO energy (spin up / spin down): -0.340 / -0.333 Eh
* ΔE to the lowest compared entry with this formula, charge and spin: 0.1598 eV

Computed Löwdin charges, given in elementary charges:
1. C -0.16
2. H 0.11
3. C -0.04
4. N -0.16
5. H 0.11
6. N -0.17
7. H 0.06
8. H 0.11
9. C -0.12
10. N -0.09
11. H 0.10
12. H 0.04
13. H 0.13
14. C -0.08
15. H 0.10
16. H 0.11
17. C -0.10
18. H 0.15
19. S 0.66
20. C -0.26
21. H 0.15
22. H 0.14
23. C -0.38
24. H 0.15
25. H 0.19
26. H 0.04
27. C -0.06
28. C -0.07
29. C -0.08
30. H 0.04
31. C -0.01
32. C -0.31
33. C -0.12
34. C -0.24
35. H 0.11
36. H 0.10
37. H 0.06
38. C -0.62
39. H 0.15
40. C -0.30
41. H 0.08
42. H 0.09
43. H 0.02
44. Fe -0.14
45. P 1.05
46. H 0.09
47. O -0.30
48. H 0.03
49. C -0.08
50. H 0.14
51. P 0.87
52. H 0.10
53. C -0.10
54. H 0.11
55. C -0.21
56. N -0.16